Record 1
This record from the Open Molecules 2025 dataset describes 3 unconnected molecules or ions with the total composition C33H53ClN2O13P. The level of theory is ωB97M-V/def2-TZVPD.

XYZ file:
```
103
C33H53ClN2O13P (ωB97M-V/def2-TZVPD)
C 4.2325 0.6104 2.6372
C 3.8918 -0.1756 1.3647
C 3.6300 0.7841 0.1893
C 2.5344 0.3181 -0.7858
C 1.1696 0.0970 -0.1039
C -0.0358 0.7795 -0.7905
C -1.0482 -0.2262 -1.3492
C -1.7679 -1.0580 -0.2784
O -1.9236 -2.3499 -0.7593
P -3.3038 -3.1673 0.0092
C -4.8427 -3.8548 0.8759
N -5.0504 -3.2892 2.2040
C -4.5116 -4.0759 3.2901
C -2.3540 -4.8375 -0.0775
O -1.7245 -5.1962 1.1828
N -0.4395 -4.8118 1.2274
O 0.0057 -4.9173 2.3165
O -4.0378 -1.5994 -0.0950
C -3.2000 -0.5683 0.2101
C -3.7549 0.6642 -0.5193
C -5.0658 1.2381 0.0067
C -5.3112 2.6515 -0.5148
Cl -6.4896 0.2454 -0.4751
O -3.2817 -0.4093 1.6339
C -2.4609 0.4657 2.3647
C -3.1027 1.8258 2.7032
C -4.2932 1.5170 3.6234
C -2.0881 2.7387 3.4353
C -2.7836 3.9332 4.1137
C -0.9540 3.2171 2.5231
H 5.1408 1.2072 2.5021
H 4.3862 -0.0475 3.4982
H 3.4104 1.2934 2.8860
H 3.0129 -0.7915 1.5734
H 4.7187 -0.8553 1.1368
H 4.5636 0.9244 -0.3678
H 3.3318 1.7452 0.6288
H 2.4946 1.0585 -1.5872
H 2.8914 -0.6193 -1.2316
H 0.9664 -0.9782 -0.0561
H 1.2506 0.4613 0.9302
H 0.3293 1.3879 -1.6263
H -0.5297 1.4684 -0.1023
H -0.4984 -0.9642 -1.9503
H -1.7382 0.2688 -2.0350
H -1.1038 -1.0850 0.6002
H -3.8273 -3.5138 -1.2964
H -2.6858 -2.9042 1.2841
H -4.7680 -4.9562 0.9475
H -5.7060 -3.6010 0.2484
H -6.0176 -3.0653 2.3621
H -4.9327 -3.7330 4.2419
H -3.4248 -3.9567 3.3470
H -4.7043 -5.1589 3.1798
H -1.5658 -4.7677 -0.8330
H -3.0101 -5.6784 -0.3166
H -3.8688 0.4167 -1.5776
H -3.0187 1.4790 -0.4473
H -5.0667 1.2380 1.0959
H -4.4684 3.3036 -0.2652
H -5.4149 2.6305 -1.6062
H -6.2434 3.0594 -0.1148
H -1.4619 0.5672 1.9275
H -2.3244 -0.0374 3.3338
H -3.4539 2.3395 1.7985
H -4.9283 0.7457 3.1763
H -3.9213 1.1032 4.5706
H -4.9185 2.3877 3.8339
H -1.6373 2.1066 4.2169
H -2.1336 4.8156 4.0951
H -3.7201 4.1989 3.6164
H -2.9990 3.7382 5.1695
H -0.4207 4.0598 2.9793
H -0.2017 2.4397 2.3657
H -1.3306 3.5182 1.5419
C 5.9418 -3.8963 -1.1458
C 6.9520 -4.7495 -1.3684
C 8.3176 -4.2916 -1.8431
O 9.1559 -5.1635 -1.9940
C 8.5401 -2.8859 -2.0845
C 7.5302 -2.0311 -1.8642
C 6.1696 -2.4882 -1.3714
O 5.3474 -1.6089 -1.1979
O 7.6013 -0.7252 -2.0435
O 6.8736 -6.0583 -1.2004
H 4.9658 -4.2131 -0.8051
H 9.5126 -2.5694 -2.4335
H 6.7210 -0.3764 -1.7968
H 7.7531 -6.4116 -1.4312
C 2.4470 5.6212 -4.7663
C 2.3726 5.0205 -3.5690
C 1.8224 3.6174 -3.3962
O 1.8250 3.1804 -2.2611
C 1.3399 2.9043 -4.5563
C 1.4122 3.5076 -5.7514
C 1.9814 4.9022 -5.9281
O 2.0065 5.3323 -7.0683
O 1.0066 2.9656 -6.8868
O 2.7630 5.5658 -2.4324
H 2.8394 6.6191 -4.8996
H 0.9362 1.9104 -4.4202
H 1.1855 3.6292 -7.5793
H 2.5903 4.8950 -1.7416
```

**HOMO level**: -0.159 Eh
**E**: -86486.499 eV
**Charge**: -1
**LUMO level**: -0.12 eV
**HOMO-LUMO gap**: 4.20 eV

Record 2
This record from the Open Molecules 2025 dataset describes 3 unconnected molecules or ions with the total composition C33H53FN2O2S2 in a non-equilibrium geometry. The level of theory is ωB97M-V/def2-TZVPD.

XYZ file:
```
93
C33H53FN2O2S2 (ωB97M-V/def2-TZVPD)
C -2.0275 -2.0481 -3.0042
C -1.0537 -2.2962 -4.2732
C 0.1267 -3.3632 -3.9011
C 1.6066 -2.7167 -4.0062
C 2.3503 -2.5189 -2.5982
C 1.3497 -2.1139 -1.3917
C 2.2280 -1.3503 -0.2710
C 3.4774 -2.1523 0.2536
C 4.4389 -1.5452 1.3040
C 5.6964 -2.3703 1.8416
C 6.1041 -3.6340 0.9408
C 5.3679 -2.9385 3.3228
C 4.0215 -3.8501 3.3473
C 4.0837 -0.0953 1.8023
C 2.8501 0.6839 1.3012
C 1.8702 0.0855 0.2628
N 0.6537 0.7218 -0.2785
C -0.0219 1.6180 0.6779
C -1.5909 1.7239 0.5653
C -2.4697 0.9299 -0.5068
C -3.7552 1.7230 -1.0517
C -5.0546 0.9392 -0.4585
F -5.1961 -0.3453 -1.1392
C -2.3710 2.6547 1.5524
C -1.6886 3.5333 2.6388
S -2.7924 4.5509 3.7015
C -0.1361 3.4672 2.7207
C 0.5847 4.4002 3.7945
C 0.7839 3.7390 5.2334
N -0.1784 3.2072 5.9685
C 0.6450 2.5008 1.7561
S 2.4839 2.4141 1.9110
H -2.4696 -0.9994 -3.0999
H -1.4572 -2.1592 -2.0215
H -2.8641 -2.8240 -3.0733
H -1.7047 -2.7156 -5.1219
H -0.6118 -1.2941 -4.6333
H -0.0732 -3.9198 -2.9255
H 0.0756 -4.1579 -4.7423
H 2.2645 -3.4391 -4.6264
H 1.5062 -1.7651 -4.6314
H 2.9660 -3.4206 -2.2560
H 3.0701 -1.6221 -2.7181
H 0.5551 -1.4248 -1.8343
H 0.8562 -3.0093 -0.8845
H 3.6848 -3.2100 -0.1355
H 6.5971 -1.6502 1.8260
H 6.9093 -4.2267 1.5176
H 6.4580 -3.3415 -0.1160
H 5.2245 -4.3568 0.7943
H 5.2670 -2.0847 4.0854
H 6.2443 -3.6479 3.5794
H 4.1349 -4.7950 2.6941
H 3.7488 -4.1855 4.4074
H 3.1107 -3.2884 2.9177
H 4.7837 0.3571 2.5821
H -0.0142 -0.0684 -0.4027
H -1.7823 0.7184 -1.4130
H -2.7020 -0.0984 -0.0544
H -3.7961 1.5223 -2.1900
H -3.7687 2.8360 -0.7957
H -4.7887 0.6852 0.6382
H -5.9999 1.5715 -0.5264
H -3.5019 2.7178 1.4552
H -2.0783 5.4396 4.4905
H 1.5907 4.7903 3.3835
H -0.0757 5.3432 3.8963
H 1.8543 3.7823 5.6705
H 0.3234 2.9022 6.8326
C 1.9736 -0.5239 -7.7688
C 1.1277 0.6511 -7.3036
C 1.5622 1.9455 -7.9728
O 1.2423 0.7871 -5.8884
H 3.0274 -0.3715 -7.5137
H 1.6578 -1.4452 -7.2714
H 1.8933 -0.6648 -8.8498
H 0.0749 0.4573 -7.5272
H 2.6018 2.1833 -7.7248
H 0.9537 2.7828 -7.6207
H 1.4696 1.8786 -9.0599
H 2.1704 0.9590 -5.6795
C -6.1662 1.6917 6.7689
C -6.8336 1.9348 5.4243
C -6.1957 1.0933 4.3298
O -6.7263 3.3151 5.0842
H -5.1065 1.9645 6.7336
H -6.6267 2.3110 7.5434
H -6.2466 0.6427 7.0659
H -7.8992 1.6994 5.4950
H -5.1368 1.3456 4.2104
H -6.6775 1.2866 3.3671
H -6.2769 0.0264 4.5536
H -5.7857 3.5335 5.0191
```

**SMILES**: [H]/N=C/Cc1c(S)cc(CCCF)c2c1Sc1cc([C@H](C)CC)cc(CCCCCC)c1N2.CC(C)O.CC(C)O
**HOMO level**: -0.272 Eh
**E**: -66532.862 eV
**LUMO level**: 0.36 eV
**HOMO-LUMO gap**: 7.75 eV

Record 3
This record from the Open Molecules 2025 dataset describes a molecular structure, C33H53MgN3O8P in a non-equilibrium geometry. The level of theory is ωB97M-V/def2-TZVPD.

XYZ file:
```
99
C33H53MgN3O8P (ωB97M-V/def2-TZVPD)
Mg -0.3344 -0.1934 -1.3745
C 3.8862 2.6380 -3.4737
N 3.1498 1.4427 -3.0061
C 3.6572 0.1388 -3.4103
C 1.9182 1.5473 -2.5254
O 1.1985 0.5485 -2.3922
C 1.2906 2.9100 -2.2643
O -0.0696 2.7842 -2.1470
C -0.7238 2.6493 -3.3688
C -1.8621 1.6786 -3.1949
O -1.8505 0.8260 -2.2884
N -2.8484 1.7656 -4.0686
C -2.8684 2.5942 -5.2603
C -3.9477 0.7637 -3.9581
H 3.6024 2.8827 -4.4858
H 3.7591 3.4689 -2.8486
H 4.9426 2.3694 -3.4655
H 4.4428 0.2682 -4.1562
H 4.1251 -0.3598 -2.5783
H 2.8391 -0.4770 -3.8338
H 1.7133 3.2810 -1.3215
H 1.5665 3.6306 -3.0748
H -1.0380 3.5928 -3.7046
H -0.1340 2.1822 -4.1588
H -2.5963 3.6231 -5.0027
H -2.1965 2.1799 -6.0009
H -3.8321 2.6428 -5.7125
H -3.9584 0.3502 -2.9722
H -4.8985 1.2572 -4.2006
H -3.7918 -0.0872 -4.6455
O -0.1298 -2.0768 -0.4335
C -0.2291 -2.6296 -1.5937
O -0.4004 -1.8856 -2.6090
C -0.1220 -4.0904 -1.7150
C 0.4411 -4.8676 -0.7037
C 0.5138 -6.2162 -0.8520
C -0.0139 -6.8214 -1.9836
C -0.5951 -6.0206 -2.9352
C -0.6151 -4.6742 -2.8365
N -1.2378 -6.6386 -4.1226
O -1.7829 -5.9012 -4.9444
O -1.2428 -7.8473 -4.2001
H 0.8142 -4.3590 0.1979
H 1.0076 -6.8488 -0.1298
H 0.0241 -7.8979 -2.1144
H -1.0102 -4.0664 -3.6317
O 0.0148 0.9367 0.1538
P -0.1964 0.6160 1.6256
C 1.1637 -0.4005 2.1599
C 1.1720 -0.8746 3.6537
C 2.6028 -1.1227 4.1479
C 3.3712 -1.9550 3.0733
C 3.4927 -1.1697 1.7141
C 2.5323 0.0231 1.6490
C -0.5383 2.2403 2.4148
C 0.0718 3.3973 1.6051
C 1.5728 3.6187 1.7874
C 1.8467 3.8834 3.3063
C 1.2302 2.6884 4.1520
C -0.2446 2.4660 3.8770
C -1.7118 -0.3668 1.8757
C -2.8936 0.2727 1.0610
C -4.1351 0.3653 1.8913
C -4.4893 -0.8907 2.6993
C -3.2802 -1.4810 3.4687
C -2.0592 -0.6050 3.3681
H 0.9246 -1.3037 1.5638
H 0.6353 -1.8154 3.7109
H 0.7093 -0.1595 4.3423
H 2.5350 -1.6977 5.0482
H 3.1784 -0.1907 4.3037
H 2.7813 -2.8665 2.9065
H 4.3554 -2.2076 3.4225
H 3.2764 -1.8029 0.8497
H 4.5151 -0.8388 1.6224
H 2.4863 0.4014 0.6199
H 2.9459 0.7971 2.2595
H -1.6068 2.4039 2.2737
H -0.4851 4.2912 1.9401
H -0.2077 3.3298 0.5511
H 1.8663 4.4808 1.1959
H 2.1479 2.7628 1.4037
H 1.3456 4.8229 3.5802
H 2.9095 3.9122 3.5387
H 1.4137 2.8220 5.2312
H 1.8482 1.8364 3.8726
H -0.7930 3.3756 4.1897
H -0.5959 1.6345 4.4801
H -1.4127 -1.2940 1.4374
H -3.0801 -0.3309 0.1909
H -2.6305 1.2308 0.6574
H -4.9566 0.6436 1.2304
H -4.0076 1.2217 2.5852
H -4.9194 -1.6364 1.9763
H -5.3058 -0.6727 3.4197
H -2.9798 -2.4795 3.1096
H -3.4750 -1.6163 4.5336
H -1.2560 -1.1089 3.8828
H -2.2475 0.3557 3.8883
```

**HOMO level**: -0.437 Eh
**E**: -70664.233 eV
**Charge**: +1
**Energy relative to the best compared isomer or geometry (same formula, charge and spin)**: 5.8 kcal per mole
**LUMO level**: -2.04 eV
**HOMO-LUMO gap**: 9.86 eV

Record 4
This record from the Open Molecules 2025 dataset describes a molecular structure, C33H53N2OP2SV in a non-equilibrium geometry. The level of theory is ωB97M-V/def2-TZVPD.

XYZ file:
```
93
C33H53N2OP2SV (ωB97M-V/def2-TZVPD)
C 0.2186 2.5760 0.5352
C -1.8705 1.7751 -0.1838
C -0.2587 3.8867 0.5086
C -2.2991 3.1094 -0.4471
C -1.5036 4.1674 -0.0659
H 0.3880 4.6660 0.8938
H -3.2891 3.2422 -0.8861
H -1.8407 5.1946 -0.1871
N -0.5383 1.5232 0.1622
P 2.4678 0.8093 0.4778
P -2.3760 -0.8932 0.4191
C 1.5873 2.3014 1.1362
H 2.2250 3.1923 0.9929
H 1.4790 2.1808 2.2376
C 1.2788 -1.9432 0.6322
O 1.8640 -2.8984 1.0124
C -2.8213 0.7282 -0.1816
H -3.8401 0.9981 -0.4796
C -2.6979 -2.3532 -0.8111
C -3.7573 -0.8607 1.7543
C 3.3828 1.4683 -1.0593
C 3.7285 0.4554 1.8719
C -1.3471 -3.0511 -1.0324
H -0.8807 -3.3415 -0.0795
H -1.5119 -3.9665 -1.6197
H -0.6394 -2.4208 -1.5810
C -3.6562 -3.4084 -0.2349
H -3.2503 -3.8654 0.6759
H -4.6573 -3.0122 -0.0327
H -3.7693 -4.2147 -0.9760
C -3.2441 -1.7957 -2.1248
H -3.4016 -2.6367 -2.8191
H -4.2131 -1.2940 -1.9936
H -2.5431 -1.0946 -2.5963
C -3.6284 -2.0733 2.6885
H -2.5893 -2.2157 3.0212
H -4.2505 -1.8971 3.5812
H -3.9761 -3.0000 2.2222
C -3.5413 0.4114 2.5937
H -2.5400 0.4305 3.0496
H -3.6588 1.3064 1.9708
H -4.2995 0.4395 3.3884
C -5.1571 -0.8021 1.0918
H -5.1422 -0.8133 -0.0052
H -5.7837 -1.6405 1.4345
H -5.6822 0.1167 1.3882
C 4.6308 -0.6925 1.4028
H 5.2636 -1.0127 2.2437
H 4.0431 -1.5652 1.0872
H 5.3008 -0.4024 0.5865
C 2.9660 -0.0164 3.1148
H 2.3174 0.7643 3.5312
H 2.3493 -0.8997 2.9033
H 3.6903 -0.2939 3.8976
C 4.5546 1.6831 2.2923
H 5.0057 1.4727 3.2745
H 5.3796 1.9053 1.6086
H 3.9357 2.5826 2.4089
C 2.3550 2.1942 -1.9406
H 2.8724 2.5594 -2.8409
H 1.5583 1.5244 -2.2693
H 1.9064 3.0539 -1.4263
C 3.9930 0.2965 -1.8418
H 3.2406 -0.4208 -2.1788
H 4.4790 0.7107 -2.7373
H 4.7561 -0.2408 -1.2690
C 4.5117 2.4546 -0.7222
H 4.2004 3.2549 -0.0373
H 5.4020 1.9497 -0.3231
H 4.8240 2.9369 -1.6628
V 0.3833 -0.4092 0.1332
N 0.8812 -0.7250 -1.7377
C 1.0752 -0.7807 -2.9309
C 0.4466 -0.4487 -4.1815
C 0.8701 -0.9514 -5.4338
C -0.6678 0.4199 -4.1158
C 0.1797 -0.5773 -6.5904
H 1.7194 -1.6333 -5.4680
C -1.3300 0.8059 -5.2842
H -1.0585 0.7618 -3.1510
C -0.9100 0.2968 -6.5197
H 0.4705 -0.9864 -7.5700
H -2.1854 1.4825 -5.2249
H -1.4467 0.5755 -7.4319
C -0.1709 0.0906 4.3743
S -0.2722 -0.9260 2.8618
C 0.1388 -2.5488 3.5919
H -1.1074 -0.0240 4.9331
H -0.0337 1.1400 4.0887
H 0.6736 -0.2478 4.9868
H -0.5261 -2.7114 4.4493
H 1.1834 -2.5494 3.9243
H -0.0128 -3.3394 2.8502
```

**HOMO level (alpha / beta)**: -0.320 / -0.320 Eh
**Multiplicity**: 4
**E**: -95202.980 eV
**Charge**: +1
**Energy relative to the best compared isomer or geometry (same formula, charge and spin)**: 44.1 kcal per mole
**LUMO level (alpha / beta)**: -2.97 / -3.75 eV
**HOMO-LUMO gap (alpha / beta)**: 5.75 / 4.97 eV
**<S²>**: 3.79